1.
The following is a DFT calculation (wB97M-V/def2-TZVPD) of a 2-piece molecular cluster, CH3N3O3 overall.

Last column: Mulliken charge in e.
Cartesian coordinates (Å):
C (-1.2565, -1.0535, 0.8897)  0.3517
N (0.6788, 1.5292, -1.1711)  -0.7134
N (0.9651, 0.5176, 0.7310)  -0.3482
N (0.9132, 0.4016, -0.6393)  1.1365
O (-1.8837, -0.4323, 0.0983)  -0.4279
O (1.1550, -0.6085, -1.2402)  -0.6302
O (-0.0585, -1.0723, 1.3409)  -0.2919
H (-1.6586, -2.2034, 1.3418)  0.2504
H (0.8737, 1.5651, -2.2481)  0.2942
H (0.2715, 1.3566, 0.8971)  0.3789

Calculated values
- Gap between HOMO and LUMO (spin up / spin down): 8.1 / 8.1 eV
- Calculated total energy: -429.63383 Ha
- Total charge: 0
- Max |F|: 0.0819 hartree/bohr

---

2.
The following is a DFT calculation (wB97M-V/def2-TZVPD) of a 2-piece molecular cluster, C10H16O overall.

Last column: Mulliken charge in e.
Cartesian coordinates (Å):
C (1.9252, -2.1597, -0.4642)  -1.3184
C (0.5944, -1.5901, -0.2076)  0.3192
C (-0.4906, -2.5009, -0.4828)  -0.6569
C (-1.8090, -2.3264, -0.0932)  -0.6080
C (-2.1564, -1.0059, 0.1792)  0.4529
O (-3.4810, -0.7052, -0.0267)  -0.5076
C (-1.1376, -0.0857, 0.5296)  -0.3667
C (0.1718, -0.3609, 0.2847)  0.3273
H (2.6810, -1.5721, -0.9738)  0.3014
H (1.9958, -3.1448, -0.8450)  0.3850
H (2.4094, -2.3772, 0.5290)  0.2755
H (-0.2468, -3.4502, -0.9539)  0.2806
H (-2.5902, -3.0637, -0.0561)  0.4027
H (-3.8848, -0.2294, 0.7405)  0.3441
H (-1.5857, 0.7339, 1.0934)  0.1716
H (0.8920, 0.4358, 0.4743)  -0.0164
C (2.6912, 2.1278, 0.1625)  -1.1088
C (1.7476, 3.1401, -0.4438)  -0.3047
C (0.7530, 3.8461, 0.4980)  -0.7929
H (2.2206, 1.4239, 0.8404)  0.4339
H (3.1625, 1.4837, -0.6288)  0.2461
H (3.5627, 2.4530, 0.7450)  0.3993
H (2.3803, 3.7893, -1.0172)  0.4040
H (1.1071, 2.7219, -1.2853)  0.2611
H (0.1938, 4.5973, -0.0746)  0.2961
H (0.1218, 3.0237, 0.8350)  0.0848
H (1.2589, 4.4394, 1.2829)  0.2947

Calculated values
- Structure (SMILES): Cc1ccc(O)cc1.CCC
- Gap between HOMO and LUMO: 9.1 eV
- Calculated total energy: -465.81231 Ha
- Total charge: 0
- Max |F|: 0.0791 hartree/bohr

---

3.
The following is a DFT calculation (wB97M-V/def2-TZVPD) of C14H25BaN5O6S as an isolated structure.

Last column: Mulliken charge in e.
Cartesian coordinates (Å):
O (0.2759, -1.5256, -4.8784)  -0.7738
H (-0.0878, -0.6637, -5.3421)  0.2363
Ba (0.7076, -0.4425, -2.1345)  1.6076
N (0.1803, 1.6507, 0.1413)  0.7477
N (1.7696, 1.9717, -1.8887)  0.0660
N (-0.9399, -1.6035, 0.2825)  0.1863
N (-0.7484, -2.7824, -2.1836)  0.0540
O (-0.8230, 1.5986, 0.9654)  -0.9213
O (-1.3026, -0.9193, 1.4247)  -0.4694
O (-0.9730, -3.1174, -3.4036)  -0.5956
O (2.8824, 1.7020, -2.4161)  -0.5288
C (1.9389, 2.8540, -0.8226)  0.2658
C (0.9761, 2.7610, 0.2142)  -0.0917
C (-1.6093, -2.7396, 0.0676)  0.2001
C (-1.5188, -3.3862, -1.2710)  0.2459
C (0.8675, 3.7375, 1.3732)  -0.9761
H (1.4380, 3.3569, 2.2605)  -0.0225
H (-0.2144, 3.8544, 1.6419)  0.3170
H (1.2977, 4.7096, 1.0508)  0.3859
C (3.0435, 3.8886, -0.8038)  -1.2806
H (3.5360, 3.8551, -1.7863)  0.3838
H (3.8075, 3.6269, -0.0412)  0.2630
H (2.6763, 4.9255, -0.5948)  0.3718
C (-2.5936, -3.2682, 1.0540)  -1.5773
C (-2.2909, -4.6131, -1.6770)  -1.2284
H (-2.6281, -2.6837, 1.9676)  0.3634
H (-2.3654, -4.2845, 1.3583)  0.4045
H (-3.6157, -3.3107, 0.6817)  0.3348
H (-1.6203, -5.1758, -2.3743)  0.3941
H (-3.1910, -4.2131, -2.2045)  0.2556
H (-2.5691, -5.1829, -0.7659)  0.3394
H (-1.1075, 0.0735, 1.1807)  0.3492
H (-0.4360, -2.1719, -4.1240)  0.3656
C (-0.9746, 0.5321, -2.6017)  -0.7573
H (-0.4584, 1.5368, -2.5643)  0.2857
H (-1.6647, 0.1980, -1.8618)  0.1527
H (-1.4696, 0.5404, -3.6209)  0.4966
O (-3.2469, 2.2228, -0.5359)  -0.6501
H (-3.9376, 1.5587, -0.3634)  0.3165
H (-2.5256, 1.9170, 0.0286)  0.3729
S (3.1014, -1.0592, 0.4173)  -0.3617
C (2.3619, -0.4774, 1.8061)  0.1110
N (1.2896, -1.2206, 2.2887)  -0.0131
C (0.5960, -0.8599, 3.4170)  -0.2511
C (0.8767, 0.3182, 4.0686)  -0.5718
C (1.8933, 1.1564, 3.5566)  -0.1041
C (2.6656, 0.7308, 2.4643)  -0.6194
H (1.0457, -2.0659, 1.7834)  0.2630
H (-0.1777, -1.5743, 3.7342)  0.3676
H (0.2882, 0.6134, 4.9572)  0.3604
H (2.0848, 2.1289, 4.0121)  0.5316
H (3.4890, 1.3219, 2.0617)  0.3978

Calculated values
- Gap between HOMO and LUMO (spin up / spin down): 6.4 / 6.1 eV
- Calculated total energy: -1696.98860 Ha
- Total charge: 0
- Max |F|: 0.2077 hartree/bohr

---

4.
The following is a DFT calculation (wB97M-V/def2-TZVPD) of C7H19Ag3FO6P as an isolated structure.

Last column: Löwdin spin population.
Cartesian coordinates (Å):
Ag (1.7351, -1.0172, 2.3418)  0.0133
Ag (3.2148, -0.2004, -0.7661)  0.0000
Ag (4.3339, 2.1950, 1.7177)  -0.0001
F (2.2391, 1.0179, 0.9796)  0.0017
C (0.4749, -1.2034, -5.2523)  0.0000
O (-0.1936, -0.7493, -4.0875)  0.0000
P (0.4976, 0.4350, -3.1820)  0.0000
O (1.8397, 0.2392, -2.5318)  0.0000
O (0.3672, 1.7170, -4.1373)  0.0001
C (-0.7965, 2.2196, -4.9165)  0.0000
O (-0.6675, 0.8070, -2.1487)  0.0003
C (-0.2593, 1.5009, -0.9230)  0.0003
H (1.5050, -1.4864, -5.0359)  0.0000
H (0.5901, -0.3863, -5.9645)  0.0000
H (-0.0040, -2.0402, -5.7608)  0.0000
H (-0.8941, 3.2975, -4.7875)  0.0000
H (-1.5883, 1.5000, -4.7084)  0.0000
H (-0.6650, 2.1001, -5.9919)  0.0000
H (-1.0791, 2.2187, -0.8942)  0.0000
H (0.6600, 2.0735, -1.0460)  0.0000
H (-0.2967, 0.9599, 0.0225)  0.0003
C (0.0716, 1.8032, 3.6761)  0.0699
O (-0.0761, 0.3841, 3.9422)  0.6766
C (-1.4051, -0.1886, 3.9311)  0.0810
C (-1.2358, -1.6875, 3.8768)  0.0034
O (-0.3354, -2.2221, 2.8852)  0.0073
C (-0.3420, -3.6642, 2.8966)  0.0008
H (-0.8304, 2.2534, 4.0906)  0.0113
H (0.1971, 1.9407, 2.6021)  0.0430
H (0.9752, 2.1210, 4.1961)  0.0119
H (-1.8337, 0.0791, 2.9653)  0.0416
H (-1.9622, 0.2191, 4.7747)  0.0334
H (-2.2324, -2.0696, 3.6554)  -0.0002
H (-0.9329, -2.0304, 4.8661)  0.0030
H (-1.3562, -4.0099, 3.0965)  0.0006
H (0.3288, -4.0272, 3.6753)  0.0001
H (-0.0440, -4.0991, 1.9426)  0.0001

Calculated values
- Gap between HOMO and LUMO (spin up / spin down): 6.0 / 2.6 eV
- Calculated total energy: -1610.49776 Ha
- Total charge: +3
- ⟨S²⟩: 0.75
- Max |F|: 0.0739 hartree/bohr
- Multiplicity: 2

---

Please write out number 4 again, unchanged.
The following is a DFT calculation (wB97M-V/def2-TZVPD) of C7H19Ag3FO6P as an isolated structure.

Last column: Löwdin spin population.
Cartesian coordinates (Å):
Ag (1.7351, -1.0172, 2.3418)  0.0133
Ag (3.2148, -0.2004, -0.7661)  0.0000
Ag (4.3339, 2.1950, 1.7177)  -0.0001
F (2.2391, 1.0179, 0.9796)  0.0017
C (0.4749, -1.2034, -5.2523)  0.0000
O (-0.1936, -0.7493, -4.0875)  0.0000
P (0.4976, 0.4350, -3.1820)  0.0000
O (1.8397, 0.2392, -2.5318)  0.0000
O (0.3672, 1.7170, -4.1373)  0.0001
C (-0.7965, 2.2196, -4.9165)  0.0000
O (-0.6675, 0.8070, -2.1487)  0.0003
C (-0.2593, 1.5009, -0.9230)  0.0003
H (1.5050, -1.4864, -5.0359)  0.0000
H (0.5901, -0.3863, -5.9645)  0.0000
H (-0.0040, -2.0402, -5.7608)  0.0000
H (-0.8941, 3.2975, -4.7875)  0.0000
H (-1.5883, 1.5000, -4.7084)  0.0000
H (-0.6650, 2.1001, -5.9919)  0.0000
H (-1.0791, 2.2187, -0.8942)  0.0000
H (0.6600, 2.0735, -1.0460)  0.0000
H (-0.2967, 0.9599, 0.0225)  0.0003
C (0.0716, 1.8032, 3.6761)  0.0699
O (-0.0761, 0.3841, 3.9422)  0.6766
C (-1.4051, -0.1886, 3.9311)  0.0810
C (-1.2358, -1.6875, 3.8768)  0.0034
O (-0.3354, -2.2221, 2.8852)  0.0073
C (-0.3420, -3.6642, 2.8966)  0.0008
H (-0.8304, 2.2534, 4.0906)  0.0113
H (0.1971, 1.9407, 2.6021)  0.0430
H (0.9752, 2.1210, 4.1961)  0.0119
H (-1.8337, 0.0791, 2.9653)  0.0416
H (-1.9622, 0.2191, 4.7747)  0.0334
H (-2.2324, -2.0696, 3.6554)  -0.0002
H (-0.9329, -2.0304, 4.8661)  0.0030
H (-1.3562, -4.0099, 3.0965)  0.0006
H (0.3288, -4.0272, 3.6753)  0.0001
H (-0.0440, -4.0991, 1.9426)  0.0001

Calculated values
- Gap between HOMO and LUMO (spin up / spin down): 6.0 / 2.6 eV
- Calculated total energy: -1610.49776 Ha
- Total charge: +3
- ⟨S²⟩: 0.75
- Max |F|: 0.0739 hartree/bohr
- Multiplicity: 2